Record 1
Below is a structure of composition C27H34F4Ge2N2RuSbSe4, with properties calculated with wB97M-V/def2-TZVPD.

Geometry as XYZ:
```
75
Properties=species:S:1:pos:R:3:forces:R:3
Ru 1.3920 1.6699 -2.2840 0.043 0.151 -0.023
C 3.2473 0.9999 1.6846 0.012 -0.020 0.000
C 2.4779 0.8634 0.3802 0.022 -0.012 0.022
N 2.6556 1.9750 -0.6095 -0.076 -0.018 -0.005
C 4.1131 2.2201 -0.8557 -0.003 0.010 0.022
C 4.9170 1.0154 -1.2893 0.004 -0.018 0.004
C 2.1138 3.2529 -0.0462 -0.003 0.021 0.011
C 0.6020 3.2545 -0.0037 0.009 -0.048 0.038
N 0.1807 2.9300 -1.3518 0.028 -0.037 0.007
C -1.1194 3.0149 -1.7683 -0.040 -0.005 -0.030
C -1.4181 2.5351 -3.0505 0.009 0.004 0.024
F -0.3910 1.9535 -3.7510 -0.015 0.019 -0.017
C -2.6703 2.5732 -3.6097 -0.005 -0.021 -0.016
F -2.8519 2.0771 -4.8344 -0.007 0.011 0.014
C -3.7347 3.1101 -2.9068 0.029 -0.010 -0.005
C -3.4726 3.5854 -1.6389 -0.042 -0.009 -0.007
F -4.4740 4.0940 -0.9066 0.021 0.009 -0.003
C -2.2120 3.5444 -1.0711 0.036 0.007 0.015
F -2.0630 4.0108 0.1833 -0.012 0.004 -0.007
H 3.0462 0.1033 2.2691 -0.003 0.007 0.012
H 2.9315 1.8531 2.2853 -0.004 0.007 0.002
H 4.3258 1.0549 1.5388 -0.006 -0.006 -0.005
H 1.4138 0.7960 0.5878 0.003 -0.006 0.002
H 2.7598 -0.0634 -0.1199 -0.006 0.008 -0.010
H 4.5263 2.6276 0.0716 0.003 0.001 -0.004
H 4.1704 3.0105 -1.6020 -0.006 0.000 -0.005
H 4.9624 0.2409 -0.5254 0.000 0.007 0.000
H 5.9357 1.3438 -1.4999 0.002 -0.003 0.004
H 4.5183 0.5593 -2.1926 0.000 -0.005 -0.005
H 2.4408 4.0511 -0.7138 0.004 -0.007 0.000
H 2.5468 3.4290 0.9395 0.005 0.005 0.000
H 0.2685 4.2491 0.2945 -0.003 0.015 -0.006
H 0.2111 2.5453 0.7388 0.013 0.022 -0.020
H -4.7271 3.1466 -3.3294 -0.002 0.000 0.002
Se 3.1662 -2.3173 -1.7020 0.000 0.031 -0.008
Sb 1.7447 -0.8728 -2.9499 -0.005 -0.055 -0.057
Se 2.8391 2.2483 -3.8798 0.026 -0.011 0.015
Se -0.3686 -0.1762 -1.5624 -0.084 -0.008 0.035
Se 0.9960 -1.1670 -5.1744 0.008 -0.034 0.035
C 0.2709 -4.9048 -0.5866 0.009 -0.019 0.037
Ge -1.2677 -3.7055 -0.5145 0.000 0.018 -0.064
C -1.9934 -3.3751 -2.2991 0.007 -0.024 0.034
C -2.6463 -4.4515 0.6637 0.003 -0.004 -0.008
Ge -0.7584 -1.5029 0.4086 0.027 -0.038 0.025
C 0.5404 -1.4536 1.8671 -0.007 -0.048 -0.010
C 1.6080 -2.3521 1.8761 0.005 0.016 0.027
C 2.4329 -2.4568 2.9887 -0.005 -0.013 -0.016
C 2.1947 -1.6705 4.1078 0.006 0.005 0.003
C 1.1425 -0.7649 4.1061 0.006 0.020 -0.009
C 0.3216 -0.6564 2.9912 0.013 0.008 -0.006
C -2.4026 -0.6766 1.0911 0.016 0.037 -0.021
C -3.0689 0.3697 0.4572 -0.011 -0.004 0.013
C -4.2484 0.8836 0.9814 -0.002 0.016 0.002
C -4.7823 0.3516 2.1452 -0.004 0.000 0.000
C -4.1344 -0.6968 2.7844 0.022 -0.009 0.001
C -2.9539 -1.2045 2.2608 -0.010 0.010 0.003
H -0.0092 -5.8088 -1.1303 -0.015 0.006 0.009
H 0.5788 -5.1909 0.4194 0.011 -0.005 0.006
H 1.1146 -4.4409 -1.0964 -0.015 0.022 -0.014
H -2.3844 -4.3042 -2.7163 0.003 -0.004 0.005
H -1.2209 -2.9926 -2.9671 -0.010 0.009 -0.016
H -2.8034 -2.6461 -2.2537 0.008 0.002 -0.014
H -2.9762 -5.4188 0.2819 0.008 -0.001 -0.009
H -3.5083 -3.7865 0.7168 0.002 -0.003 0.008
H -2.2550 -4.5973 1.6713 -0.009 -0.003 0.000
H 1.8007 -2.9725 1.0092 0.006 -0.002 -0.020
H 3.2557 -3.1606 2.9833 0.002 0.003 0.000
H 2.8294 -1.7620 4.9802 0.001 0.000 -0.004
H 0.9568 -0.1463 4.9754 -0.003 -0.004 -0.002
H -0.5086 0.0405 3.0066 -0.013 0.006 0.005
H -2.6724 0.7948 -0.4580 -0.001 -0.002 0.006
H -4.7484 1.7034 0.4805 -0.001 0.001 -0.002
H -5.7014 0.7521 2.5532 0.001 -0.003 0.001
H -4.5465 -1.1191 3.6922 -0.002 0.004 -0.001
H -2.4562 -2.0187 2.7780 -0.003 -0.002 -0.002
```
Positions in Å, forces in eV/Å.

The calculation puts the energy above the lowest of the compared OMol25 structures with the same formula, charge and spin at 0.00 kJ/mol. Its multiplicity is 2. The calculation puts the HOMO-LUMO gap (alpha / beta) at 5.763 / 5.539 eV. The calculation puts the highest occupied orbital energy (alpha / beta) at -7.615 / -7.657 eV.



Record 2
Below is the molecule C27H34N4O4, with properties calculated with wB97M-V/def2-TZVPD.

Geometry as XYZ:
```
69
Properties=species:S:1:pos:R:3:forces:R:3
C 6.2345 0.7373 1.0212 -0.124 0.043 -0.212
C 5.1479 0.8322 -0.0411 -0.090 -0.062 0.218
C 3.7670 0.5568 0.5567 0.283 -0.182 -0.103
N 2.7131 0.6845 -0.4407 0.184 0.086 0.217
C 2.1173 1.9969 -0.5616 -0.427 0.139 0.120
C 1.0353 2.2476 0.4925 0.110 0.234 -0.273
C 0.4771 3.6577 0.3590 0.048 -0.210 0.062
C 2.4438 -0.4065 -1.1785 -0.287 0.071 -0.338
O 3.0318 -1.4608 -0.9979 0.239 -0.381 -0.005
C 1.4134 -0.3120 -2.3167 0.311 0.073 -0.173
N 0.0252 -0.4744 -1.9088 0.165 0.244 0.025
C -0.8051 0.6078 -2.1049 0.180 -0.067 -0.014
O -0.3753 1.6815 -2.4828 -0.070 0.268 -0.070
N -2.1500 0.4343 -1.8476 -0.150 0.062 -0.054
C -3.0229 1.5670 -2.1443 -0.205 0.394 -0.165
C -3.0124 2.6521 -1.0657 -0.202 -0.188 -0.041
C -3.6791 2.1872 0.2222 0.452 0.353 -0.345
O -4.8086 2.4977 0.5284 -0.475 0.078 0.005
N -2.8790 1.4313 1.0065 0.363 -0.297 0.260
C -3.3410 0.8098 2.2264 -0.186 -0.196 0.137
C -3.2228 -0.7120 2.1751 -0.097 0.237 0.084
C -1.8191 -1.2575 2.0913 -0.032 -0.032 0.015
C -1.6548 -2.6224 1.8699 0.104 0.007 0.079
C -0.3975 -3.1856 1.7720 -0.084 -0.060 0.101
C 0.7314 -2.3904 1.8784 0.102 0.051 0.056
C 0.5833 -1.0383 2.1193 0.172 -0.027 -0.017
C -0.6792 -0.4779 2.2346 -0.117 0.012 0.002
C -2.7500 -0.7633 -1.4732 -0.010 -0.101 0.022
O -3.9394 -0.8237 -1.2489 -0.043 -0.023 0.018
C -1.8416 -1.9025 -1.4086 0.210 -0.365 0.001
C -2.3772 -3.1717 -1.1842 0.086 0.165 -0.120
C -1.5606 -4.2778 -1.1611 -0.036 -0.054 -0.024
C -0.1909 -4.1109 -1.3265 -0.149 0.086 -0.106
C 0.3582 -2.8633 -1.5403 0.116 -0.016 -0.084
C -0.4666 -1.7386 -1.6125 -0.574 -0.478 0.149
H 6.2448 -0.2552 1.4651 0.051 -0.105 0.095
H 6.0649 1.4661 1.8113 0.036 0.059 0.123
H 7.2107 0.9275 0.5829 0.125 0.004 0.045
H 5.3352 0.1010 -0.8286 -0.049 0.029 -0.062
H 5.1598 1.8270 -0.4928 -0.031 0.006 -0.066
H 3.7430 -0.4645 0.9437 -0.010 0.144 0.079
H 3.5641 1.2548 1.3709 -0.049 -0.006 0.019
H 1.6673 2.1324 -1.5439 0.097 0.005 0.039
H 2.9129 2.7398 -0.4500 -0.005 -0.007 -0.059
H 0.2413 1.5115 0.3512 0.014 -0.092 0.036
H 1.4438 2.1059 1.4950 -0.010 -0.116 0.043
H -0.3386 3.8188 1.0601 -0.087 0.087 0.033
H 0.1100 3.8185 -0.6521 -0.072 0.076 -0.103
H 1.2517 4.3944 0.5597 0.056 0.134 0.027
H 1.4865 0.6449 -2.8358 -0.029 -0.223 0.072
H 1.6652 -1.1103 -3.0221 0.002 0.116 0.153
H -4.0315 1.1641 -2.2547 0.180 0.063 -0.036
H -2.6851 2.0022 -3.0883 -0.085 -0.092 0.133
H -3.5805 3.5024 -1.4433 0.031 -0.016 0.087
H -1.9866 2.9664 -0.8765 0.015 0.037 -0.010
H -1.9725 1.1529 0.6668 -0.042 0.129 -0.086
H -2.7876 1.2119 3.0833 -0.113 -0.023 -0.028
H -4.3905 1.0951 2.3306 0.166 -0.025 0.070
H -3.7873 -1.0717 1.3102 -0.045 -0.004 0.047
H -3.7027 -1.1234 3.0676 -0.040 -0.006 -0.010
H -2.5314 -3.2472 1.7782 -0.111 -0.070 -0.037
H -0.2964 -4.2482 1.6100 0.005 -0.084 -0.036
H 1.7154 -2.8220 1.7793 0.116 -0.038 -0.019
H 1.4562 -0.4118 2.2281 0.109 0.079 -0.008
H -0.7578 0.5751 2.4597 -0.042 0.160 -0.004
H -3.4452 -3.2473 -1.0477 -0.092 -0.005 0.016
H -1.9755 -5.2613 -1.0051 -0.050 -0.095 0.026
H 0.4633 -4.9689 -1.2899 0.087 -0.070 0.010
H 1.4273 -2.7728 -1.6308 0.105 0.085 -0.015
```
Positions in Å, forces in eV/Å.

Its structure (SMILES) is CCCN(CCC)C(=O)Cn1c(=O)n(CCC(=O)NCCc2ccccc2)c(=O)c2ccccc21. The calculation puts the energy above the lowest of the compared OMol25 structures with the same formula, charge and spin at 0.00 kJ/mol. Its multiplicity is 1. The calculation puts the HOMO-LUMO gap at 9.131 eV. The calculation puts the highest occupied orbital energy at -8.901 eV.



Record 3
Below is a structure of composition C27H34N9PdS2, with properties calculated with wB97M-V/def2-TZVPD.

Geometry as XYZ:
```
73
Properties=species:S:1:pos:R:3:forces:R:3
Pd 0.5969 -0.5331 0.0884 -0.035 -0.045 0.157
C 4.1909 0.1693 -3.8391 -0.001 -0.002 -0.001
C 3.4796 -1.0846 -4.3371 -0.003 -0.006 0.002
N 3.3134 -2.0998 -3.3205 -0.004 0.003 -0.004
C 2.3909 -2.0317 -2.3076 0.031 0.005 0.028
S 1.0826 -0.9261 -2.4205 0.009 0.002 -0.072
N 2.5980 -2.9175 -1.3447 -0.012 0.016 -0.015
N 1.7541 -2.7516 -0.3104 -0.022 0.000 -0.011
C 1.4908 -3.7399 0.4596 0.002 0.015 -0.005
C 2.0618 -5.1198 0.3012 0.008 0.002 0.000
C 0.5328 -3.4495 1.5413 0.007 0.008 0.005
C 0.3620 -4.3389 2.6068 0.000 -0.001 -0.010
C -0.5577 -4.0515 3.5961 -0.006 -0.003 0.007
C -1.2899 -2.8778 3.5072 0.006 0.009 -0.007
C -1.0599 -2.0405 2.4268 -0.008 -0.017 -0.005
N -0.1834 -2.3138 1.4594 -0.012 0.009 -0.019
H 4.2891 0.9039 -4.6418 0.000 -0.001 0.000
H 5.1897 -0.0702 -3.4663 0.000 0.000 0.000
H 3.6133 0.6167 -3.0301 0.000 0.000 0.002
H 4.0376 -1.5354 -5.1622 0.000 0.001 -0.001
H 2.4913 -0.8205 -4.7114 0.001 -0.001 0.000
H 4.1184 -2.6565 -3.0768 -0.001 0.000 -0.001
H 2.5220 -5.1970 -0.6804 0.001 -0.001 0.000
H 1.2890 -5.8848 0.4035 -0.002 0.000 -0.002
H 2.8313 -5.3213 1.0531 -0.004 -0.001 0.003
H 0.9599 -5.2383 2.6545 0.000 0.000 0.000
H -0.6955 -4.7308 4.4291 0.000 0.001 0.000
H -2.0204 -2.6018 4.2555 0.001 0.000 0.001
H -1.5857 -1.0952 2.3355 0.016 -0.003 0.009
N -2.1932 1.0606 2.0783 0.014 0.007 0.009
S -1.0978 1.8724 1.2558 0.018 0.016 -0.005
C 0.5171 1.1268 1.3627 0.020 -0.004 -0.008
C 1.3804 1.3799 0.2364 0.037 0.004 -0.008
C 2.7969 1.3460 0.4813 -0.013 0.006 -0.014
C 3.2968 1.0731 1.7174 0.020 -0.002 -0.003
C 2.4288 0.8367 2.8239 -0.010 0.003 0.011
C 1.0804 0.8793 2.6597 -0.008 0.011 -0.010
C -0.8017 3.3271 2.2778 -0.011 -0.003 0.005
C 0.3684 4.0645 2.1350 0.003 -0.007 -0.002
C 0.5491 5.2085 2.8956 -0.002 -0.007 0.003
C -0.4286 5.6122 3.7973 0.000 0.001 -0.003
C -1.5882 4.8653 3.9383 -0.001 0.003 0.004
C -1.7794 3.7196 3.1757 0.002 -0.002 0.004
H -2.8801 0.7597 1.3903 -0.010 0.009 -0.012
H 1.0242 1.9651 -0.6072 -0.010 -0.013 -0.007
H 3.4668 1.5453 -0.3472 0.002 0.000 0.000
H 4.3691 1.0377 1.8678 0.000 0.000 -0.002
H 2.8491 0.6239 3.7993 0.000 -0.001 0.000
H 0.4055 0.7328 3.4963 -0.005 -0.003 -0.003
H 1.1416 3.7337 1.4523 -0.003 0.000 0.001
H 1.4624 5.7806 2.7911 0.000 0.000 0.000
H -0.2809 6.5045 4.3930 0.000 0.000 0.000
H -2.3480 5.1709 4.6471 0.001 0.001 0.000
H -2.6627 3.1020 3.2740 -0.003 0.002 -0.003
C -4.6271 -0.6262 -2.8391 -0.002 -0.005 0.002
C -3.8039 -0.2731 -1.6048 -0.006 0.006 -0.001
C -2.6031 -1.1962 -1.4413 -0.029 -0.017 -0.001
C -3.3940 1.2006 -1.6060 -0.005 0.006 0.012
N -2.6731 1.6142 -2.8007 0.007 0.015 -0.007
C -1.3789 1.5121 -3.1281 -0.017 -0.045 -0.009
N -1.2060 2.0385 -4.3183 0.006 0.029 0.009
N -2.4247 2.4688 -4.7087 0.000 -0.019 -0.013
N -3.3090 2.2200 -3.8129 -0.003 0.011 0.003
H -4.9869 -1.6541 -2.7713 0.000 0.000 -0.001
H -4.0210 -0.5451 -3.7436 -0.001 -0.002 -0.001
H -5.4876 0.0356 -2.9566 0.000 0.001 -0.001
H -4.4426 -0.3813 -0.7197 -0.002 0.000 -0.001
H -1.9189 -1.1344 -2.2903 -0.001 -0.001 0.004
H -2.9261 -2.2361 -1.3607 0.001 -0.002 -0.002
H -2.0263 -0.9542 -0.5441 0.038 -0.002 -0.010
H -2.7518 1.4209 -0.7541 -0.008 -0.006 -0.007
H -4.2711 1.8452 -1.5582 0.001 0.001 0.001
H -0.6267 1.0547 -2.5027 0.011 0.019 0.003
```
Positions in Å, forces in eV/Å.

Its charge is -1. The calculation puts the energy above the lowest of the compared OMol25 structures with the same formula, charge and spin at 26.92 kJ/mol. Its multiplicity is 1. The calculation puts the HOMO-LUMO gap at 6.549 eV. The calculation puts the highest occupied orbital energy at -3.911 eV.